[1]
Here is C6H15N2P2 as an isolated structure at a distorted geometry from OMol25. Energies are from ωB97M-V/def2-TZVPD.

Calculated values
HOMO in eV: -12.5
Relative energy (zero: lowest compared OMol25 entry of this formula, charge and spin) in kcal per mole: 22.88
Multiplicity: 1
Energy in Eh: -1029.45498
Net charge: +1
Orbital gap in eV: 8.40

Last column: Mulliken charge in e.
Atoms and positions in Å:
C -2.222 -1.317 -0.548  -0.84
C 3.623 -0.998 0.351  -0.38
C 0.716 0.790 -1.325  -0.97
C -0.772 1.038 -1.270  -0.78
C 1.302 0.600 0.066  -0.40
C 0.385 -0.444 0.813  0.03
N -2.429 1.538 1.343  -0.69
N 0.720 -1.813 0.622  -0.52
P -1.352 -0.061 0.040  0.74
P 3.265 0.552 -0.163  0.02
H -2.435 -2.182 -0.028  0.34
H -2.764 -1.121 -1.526  0.24
H 4.711 -1.393 0.233  0.27
H 2.774 -1.665 0.740  0.28
H 1.088 1.648 -1.948  0.44
H 0.847 -0.208 -1.813  0.31
H -1.300 0.698 -2.288  0.35
H -1.085 1.995 -1.022  0.48
H 1.130 1.631 0.529  0.31
H 0.278 -0.152 1.871  0.39
H -3.287 1.615 1.908  0.27
H -2.714 2.185 0.627  0.28
H 0.763 -2.192 -0.273  0.26
H 0.330 -2.513 1.278  0.25
H -1.573 1.770 1.782  0.31

---

[2]
Here is C17H19NPSV as an isolated structure at a distorted geometry from OMol25. Energies are from ωB97M-V/def2-TZVPD.

Calculated values
HOMO (spin up / spin down) in eV: -2.2 / -2.5
Multiplicity: 4
Energy in Eh: -2397.20953
<S²>: 3.911
Net charge: -1
Orbital gap (spin up / spin down) in eV: 4.73 / 4.95

Last column: Mulliken charge in e.
Atoms and positions in Å:
C 3.374 -2.297 0.819  -0.48
C 3.585 -1.111 1.563  -0.62
C 3.870 -0.053 0.654  -0.64
C 3.791 -0.569 -0.677  -0.39
C 3.514 -1.957 -0.604  -0.91
V -1.255 -1.981 0.654  0.34
P -0.215 -2.194 2.710  0.01
H 3.170 -3.296 1.200  0.43
H 3.573 -1.016 2.645  0.44
H 4.140 0.963 0.935  0.40
H 3.449 -2.664 -1.423  0.44
H 3.943 -0.004 -1.591  0.47
H -0.473 -1.267 3.770  0.04
H 1.217 -2.204 2.754  0.01
H -0.462 -3.416 3.413  0.00
N -0.229 -1.532 -0.691  -0.50
S -1.048 -0.289 -1.695  -0.08
C -2.487 -0.133 -0.663  0.31
C -2.489 -0.294 0.759  0.11
C -3.731 -0.518 1.424  -0.76
C -4.921 -0.260 0.744  -0.57
C -4.909 0.044 -0.631  -0.50
C -3.708 0.080 -1.338  -0.77
C -0.073 1.224 -1.451  0.75
C -0.312 2.122 -0.409  -0.22
C 0.413 3.316 -0.352  -0.63
C 1.341 3.629 -1.350  -0.42
C 1.570 2.734 -2.398  -0.52
C 0.883 1.518 -2.440  -0.47
H 0.670 -1.874 -1.028  0.12
H -1.536 -0.351 1.394  0.54
H -3.698 -0.801 2.488  0.34
H -5.890 -0.303 1.249  0.33
H -5.848 0.252 -1.138  0.33
H -3.699 0.284 -2.412  0.31
H -1.061 1.881 0.349  0.36
H 0.268 4.011 0.474  0.36
H 1.896 4.566 -1.306  0.36
H 2.301 2.978 -3.176  0.33
H 1.074 0.783 -3.224  0.34

---

[3]
Here is CHLiO2Tl as an isolated structure at a distorted geometry from OMol25. Energies are from ωB97M-V/def2-TZVPD.

Calculated values
HOMO (spin up / spin down) in eV: -28.0 / -28.8
Relative energy (zero: lowest compared OMol25 entry of this formula, charge and spin) in kcal per mole: 0.00
Multiplicity: 1
Energy in Eh: -367.68253
Net charge: +3
Orbital gap (spin up / spin down) in eV: 7.54 / 8.34

Last column: Mulliken charge in e.
Atoms and positions in Å:
H -1.792 0.343 0.641  0.51
O -0.874 0.019 0.687  -0.15
C -0.116 0.445 -0.364  0.45
O 0.912 -0.302 -0.385  -0.22
Li 1.370 0.882 -1.820  0.93
Tl 0.501 -1.388 1.241  1.48

---

[4]
Here is a 5-piece molecular cluster, C32H61BN2O22S5 overall at a distorted geometry from OMol25. Energies are from ωB97M-V/def2-TZVPD.

Calculated values
HOMO in eV: -7.7
Multiplicity: 1
Energy in Eh: -5036.47763
SMILES: CCCC[C@H]1C[C@](N)(OB(O)O)[C@H](CCCCCCCCCCCCn2cccc2)OS1(=O)=O.O=S1(=O)OCCO1.O=S1(=O)OCCO1.O=S1(=O)OCCO1.O=S1(=O)OCCO1
Orbital gap in eV: 7.52

Last column: Mulliken charge in e.
Atoms and positions in Å:
C -3.319 -1.602 3.558  -0.98
C -3.734 -2.659 2.511  -0.66
C -2.707 -2.787 1.379  -1.01
C -2.294 -1.441 0.762  -0.96
C -3.123 -1.007 -0.475  0.44
C -2.935 0.534 -0.596  -2.40
C -2.632 1.061 -1.988  1.09
N -2.277 2.457 -1.851  -0.58
O -3.646 0.807 -2.965  -0.85
B -4.924 1.246 -2.732  1.06
O -5.951 0.439 -3.214  -0.57
O -5.240 2.463 -2.130  -0.68
C -1.384 0.257 -2.452  0.50
C -0.598 0.889 -3.583  -0.85
C 0.902 0.549 -3.396  -0.67
C 1.226 -0.925 -3.624  0.34
C 2.669 -1.290 -3.215  -0.62
C 2.704 -2.227 -1.988  -1.37
C 2.856 -1.503 -0.641  0.55
C 4.235 -0.875 -0.454  -0.70
C 4.418 -0.126 0.887  -1.38
C 3.200 0.658 1.380  0.25
C 2.985 1.994 0.660  -0.43
C 1.723 2.729 1.157  -0.33
C 2.000 3.767 2.253  -1.35
N 2.645 3.144 3.401  0.34
C 1.957 2.335 4.262  -0.75
C 2.862 1.883 5.202  0.11
C 4.119 2.467 4.907  -0.99
C 3.948 3.251 3.778  -0.33
O -1.922 -0.994 -2.985  -0.45
S -2.500 -1.979 -1.888  1.48
O -1.509 -2.925 -1.455  -0.68
O -3.644 -2.624 -2.471  -0.83
H -3.815 -0.658 3.307  0.33
H -3.559 -1.868 4.583  0.37
H -2.262 -1.404 3.435  0.31
H -3.810 -3.632 3.001  0.43
H -4.703 -2.424 2.058  0.26
H -1.795 -3.279 1.726  0.41
H -3.094 -3.435 0.588  0.45
H -2.332 -0.626 1.487  0.89
H -1.240 -1.522 0.482  0.10
H -4.154 -1.267 -0.247  0.55
H -3.737 1.080 -0.088  0.64
H -2.037 0.756 -0.015  0.37
H -2.880 2.895 -1.168  0.36
H -2.397 2.920 -2.744  0.32
H -6.567 0.258 -2.496  0.22
H -5.789 2.350 -1.349  0.28
H -0.751 0.050 -1.585  0.17
H -0.913 0.495 -4.553  -0.07
H -0.655 1.975 -3.600  0.54
H 1.539 1.223 -3.973  0.57
H 1.105 0.759 -2.336  -0.22
H 1.012 -1.189 -4.661  0.41
H 0.575 -1.566 -3.023  -0.11
H 3.235 -0.375 -3.024  0.37
H 3.172 -1.829 -4.023  0.22
H 3.526 -2.946 -2.063  0.48
H 1.782 -2.814 -1.938  0.49
H 2.767 -2.273 0.138  0.36
H 2.040 -0.797 -0.467  -0.53
H 4.966 -1.691 -0.479  0.41
H 4.500 -0.213 -1.283  0.35
H 5.239 0.588 0.749  0.32
H 4.748 -0.801 1.681  0.37
H 2.281 0.069 1.373  0.31
H 3.382 0.894 2.435  -0.06
H 3.888 2.610 0.678  0.42
H 2.802 1.742 -0.395  0.21
H 1.006 1.981 1.505  0.24
H 1.269 3.243 0.303  0.43
H 1.034 4.178 2.555  0.38
H 2.657 4.539 1.852  0.38
H 0.904 2.110 4.203  0.45
H 2.643 1.203 6.011  0.41
H 5.050 2.346 5.439  0.44
H 4.675 3.852 3.257  0.36
O -1.094 3.177 -8.744  -0.57
S -2.081 2.190 -9.000  1.12
O -2.187 1.553 -10.263  -0.57
O -3.512 2.804 -8.598  -0.35
C -4.142 1.971 -7.619  -0.28
C -2.993 1.335 -6.865  -0.33
O -2.008 1.069 -7.871  -0.16
H -4.741 1.221 -8.138  0.33
H -4.785 2.568 -6.977  0.28
H -3.278 0.414 -6.363  0.34
H -2.560 2.027 -6.138  0.22
O -0.135 1.278 6.439  -0.54
S -1.222 0.381 6.307  1.29
O -1.424 -0.389 5.132  -0.62
O -2.578 1.196 6.619  -0.37
C -3.312 0.586 7.678  -0.40
C -2.261 -0.090 8.524  -0.39
O -1.315 -0.605 7.582  -0.23
H -4.001 -0.143 7.244  0.28
H -3.877 1.336 8.225  0.32
H -2.667 -0.896 9.129  0.33
H -1.744 0.625 9.169  0.32
O 2.228 1.297 -7.013  -0.64
S 1.485 0.189 -7.496  1.17
O 0.068 0.139 -7.419  -0.45
O 2.089 -1.146 -6.835  -0.25
C 2.516 -2.055 -7.855  -0.40
C 2.907 -1.166 -9.016  -0.43
O 1.934 -0.116 -9.002  -0.30
H 1.676 -2.704 -8.112  0.29
H 3.344 -2.661 -7.495  0.32
H 2.887 -1.686 -9.969  0.33
H 3.893 -0.721 -8.864  0.31
O 2.614 -0.078 8.583  -0.60
S 1.955 -1.239 8.109  1.04
O 0.830 -1.165 7.253  -0.35
O 1.585 -2.157 9.375  -0.35
C 2.174 -3.456 9.234  -0.34
C 3.423 -3.221 8.412  -0.38
O 3.037 -2.228 7.457  -0.30
H 1.465 -4.100 8.710  0.28
H 2.390 -3.877 10.213  0.30
H 3.767 -4.119 7.905  0.31
H 4.233 -2.815 9.022  0.30